# 1
The following is a quantum chemistry calculation of a structure of composition C9H15O6Sm in a non-equilibrium geometry, from OMol25.

Results
<S²>	8.760
HOMO-LUMO gap (alpha / beta)	0.248 / 0.251	hartree
highest occupied orbital energy (alpha / beta)	-15.42 / -15.45	eV
total charge	+2
2S+1	6

```
31
Properties=species:S:1:pos:R:3:forces:R:3:mulliken_spin:R:1
O 2.29360 -2.04039 0.54624 1.093 -0.394 0.096 -0.01
C 2.85163 -1.28306 1.32308 -0.473 0.242 1.727 0.00
C 2.36104 0.11381 1.51532 0.914 0.103 -0.026 0.00
O 1.44016 0.39331 0.48909 -0.195 -1.095 -0.602 0.00
C 0.77945 1.65591 0.50100 -0.366 0.982 -0.557 0.00
C -0.48169 1.64575 1.32517 -2.035 -1.230 -1.589 0.00
O -0.16185 1.36680 2.62011 0.535 -0.385 0.533 0.00
C -1.05014 0.51890 3.32151 -0.369 -0.122 0.366 0.00
H 3.22027 0.80464 1.47487 -0.146 -0.054 0.082 0.00
H 3.59024 -1.65834 2.05133 0.116 0.043 -0.406 0.00
H 1.93113 0.18729 2.52784 -0.024 -0.030 -0.176 0.00
H 0.51413 1.85128 -0.54601 0.164 0.158 0.195 0.00
H 1.47792 2.43218 0.84284 -0.192 -0.172 -0.022 0.00
H -1.00751 2.61166 1.22103 0.075 -0.274 -0.077 0.00
H -1.30984 0.79541 0.83190 2.050 1.875 1.215 0.00
H -0.65969 0.40857 4.33835 -0.199 0.138 -0.234 0.00
H -2.06319 0.94994 3.34297 0.270 -0.229 0.092 0.00
H -1.05654 -0.47392 2.84664 -0.179 0.113 0.038 0.00
O 1.29653 -1.57332 -3.18200 0.542 -0.385 0.346 -0.02
C 0.49424 -0.99751 -4.05101 -1.269 1.512 -1.680 0.00
C -0.62258 -0.32711 -3.70062 0.883 -0.183 -1.079 0.00
O -0.83207 -0.19833 -2.31870 0.392 -0.330 0.882 -0.01
C -2.13532 -0.41078 -1.81829 -0.038 1.754 0.632 0.00
C -1.99995 -0.99537 -0.43675 -0.564 -3.980 -2.403 0.00
O -1.05001 -1.80828 -0.29185 -1.588 1.718 1.253 -0.01
Sm 0.96164 -1.48075 -1.16819 0.181 0.271 -0.131 5.05
H 0.81494 -0.95421 -5.10152 -0.215 -0.325 0.396 0.00
H -1.25526 0.27253 -4.35160 0.157 -0.272 0.157 0.00
H -2.68844 -1.12640 -2.45016 -0.066 -0.009 0.401 0.00
H -2.69067 0.53955 -1.76078 0.028 -0.242 -0.298 0.00
H -2.96217 -1.21979 0.05818 0.517 0.802 0.869 0.00
```
Forces are in eV/Å.

---

# 2
The following is a quantum chemistry calculation of a structure of composition C21H19N3O3S2 in a non-equilibrium geometry, from OMol25.

Results
relative energy (zero: lowest compared OMol25 entry of this formula, charge and spin)	1903.71	kJ/mol
HOMO-LUMO gap	0.316	hartree
highest occupied orbital energy	-8.40	eV
total charge	0

```
48
Properties=species:S:1:pos:R:3:forces:R:3:lowdin_charge:R:1
C 0.07353 5.97171 1.85462 -7.432 -2.154 3.551 0.06
C -0.57176 4.53548 1.54852 4.586 8.938 4.719 -0.40
N -0.87745 3.71042 2.40136 1.140 1.402 11.118 0.07
O -1.39870 2.67091 1.95086 -2.219 -3.774 0.081 0.10
C -1.54136 2.84383 0.70988 5.700 7.222 -3.865 -0.33
C -0.79719 4.13453 0.39567 -4.894 -6.416 -7.083 -0.24
C -0.45455 4.71160 -0.86601 -5.391 -0.477 -6.021 -0.50
H -1.16186 5.66704 -1.23793 2.433 -1.755 1.484 0.16
H -0.99043 4.04272 -1.87856 1.386 1.074 3.135 0.16
S 1.17595 4.97914 -1.33418 1.800 3.698 -2.307 0.93
C 2.07502 3.55209 -0.94798 -0.933 1.886 4.607 -0.36
C 2.17203 3.68839 0.59500 -0.109 -4.913 2.862 -0.44
O 2.52319 4.50389 1.38133 0.966 2.847 -1.192 0.07
N 1.93155 2.45294 1.40922 -0.620 0.959 1.075 0.10
C 1.24266 1.27893 1.11526 3.540 5.786 8.526 -0.75
N 1.28025 0.84782 0.04420 -2.783 -6.427 -11.102 0.17
C 0.64730 -0.52772 0.14398 3.112 7.598 -16.923 -0.37
C 0.38710 -1.21144 -1.05127 -1.745 -4.615 -3.277 0.05
C -0.21031 -2.58468 -1.09470 4.136 7.012 6.095 0.07
C -0.22587 -3.01674 0.32431 -4.090 -1.757 -3.571 -0.20
C -0.11954 -2.22524 1.43006 3.838 0.294 1.348 0.07
C 0.65396 -0.90797 1.25088 -4.860 -11.244 12.492 -0.61
S 1.04023 0.15651 2.38740 0.167 1.753 5.036 1.19
H -0.00622 -2.65741 2.45517 -0.942 0.174 -1.034 0.13
O -1.07448 -4.20812 0.29960 0.563 0.576 2.361 -0.03
C -0.69364 -5.37322 -0.36986 -3.775 5.167 3.380 -0.41
C 0.45516 -5.49718 -0.82857 11.622 -1.235 -8.594 0.02
C 0.72737 -6.59091 -1.97924 -4.743 5.739 7.892 0.01
C -0.21160 -7.44622 -1.88262 -3.641 -6.121 -2.648 -0.17
C -1.45847 -7.38298 -1.23358 -0.781 0.871 -0.440 -0.07
C -1.70654 -6.22868 -0.59824 -5.597 -1.694 3.031 -0.03
H -2.74654 -6.04150 0.04338 2.793 -0.363 -2.084 0.19
H -2.26789 -8.09195 -1.43263 0.648 0.017 0.217 0.12
H -0.22830 -8.35009 -2.48993 0.722 -0.166 -0.245 0.11
H 1.62606 -6.68024 -2.25904 6.469 -0.657 -2.839 0.03
H 1.42501 -4.78076 -1.04720 -3.030 -1.113 1.914 0.18
H -0.61542 -3.09533 -1.88693 -0.423 -1.133 -1.694 0.09
H 0.72003 -0.85540 -2.04741 -0.542 0.587 0.980 0.12
H 2.02450 2.65333 2.44257 -0.208 0.127 -1.909 0.15
H 1.52163 2.73185 -1.12822 -1.768 -2.987 -0.710 0.02
H 3.05701 3.32808 -1.16944 2.170 0.497 -1.606 0.09
C -1.62340 1.87658 -0.19900 -15.495 -1.431 8.745 0.00
H -2.01165 0.97144 0.44477 0.812 0.892 -1.420 0.15
H -1.22997 1.55807 -0.90315 7.917 -4.195 -11.544 -0.07
H -2.87914 2.18477 -0.72190 3.185 -1.146 0.909 0.21
H -0.55934 6.61851 1.25541 0.630 0.564 -0.077 0.08
H -0.12803 6.17445 2.98966 0.336 -0.219 -2.101 0.12
H 1.03013 5.90876 1.71448 5.350 0.315 -1.272 -0.03
```
Forces are in eV/Å.

---

# 3
The following is a quantum chemistry calculation of the ion C4H13N6 with charge +1 in a non-equilibrium geometry, from OMol25.

Results
relative energy (zero: lowest compared OMol25 entry of this formula, charge and spin)	26.26	kJ/mol
HOMO-LUMO gap	0.386	hartree
highest occupied orbital energy	-13.42	eV
total charge	+1

```
23
Properties=species:S:1:pos:R:3:forces:R:3:lowdin_charge:R:1
H -0.87018 -3.14386 0.68955 -0.038 -1.251 -0.182 0.05
N -0.90101 -2.15796 0.71378 -0.498 3.097 -2.439 0.09
C -1.21183 -1.63797 -0.46470 -1.436 -2.923 1.634 -0.26
N -1.53347 -0.35662 -0.73852 1.015 1.138 1.582 0.07
C -1.40890 0.61458 0.38093 -1.713 0.936 -1.415 -0.36
N -2.47810 1.63136 0.34408 1.751 -2.534 2.605 0.11
N -0.19958 1.31787 0.25504 -1.646 3.375 0.126 0.13
C 0.99759 0.83454 0.16714 -0.408 -0.790 -0.264 -0.47
N 1.94581 1.66949 -0.09821 2.126 4.246 -1.152 0.24
N 1.11128 -0.42987 0.27415 -2.935 -0.732 1.322 0.02
C 2.25078 -1.10710 0.04778 2.320 -1.931 -2.712 -0.07
H -1.52770 -2.22286 -1.31217 0.591 -0.855 -0.425 0.13
H -1.14542 -0.00280 -1.61540 -0.634 -0.188 0.089 0.16
H -1.45407 0.10332 1.32463 -0.261 -0.517 0.232 0.15
H -3.29375 1.08054 0.48287 -1.216 0.367 -0.210 0.09
H -2.48104 2.23505 -0.41433 -0.243 0.884 -1.913 0.06
H -0.33837 2.28893 0.00212 0.168 -0.116 0.406 0.16
H 2.89530 1.55719 -0.42638 -0.262 -0.918 0.321 0.14
H 1.65050 2.66346 -0.23351 0.473 -1.413 0.290 0.16
H 0.34139 -1.00848 0.69044 0.268 0.385 -0.115 0.09
H 2.96839 -0.72271 0.66645 2.636 0.696 1.330 0.08
H 2.12919 -2.13124 0.28857 -0.154 -1.020 0.266 0.10
H 2.55322 -1.07487 -1.02431 0.096 0.065 0.626 0.13
```
Forces are in eV/Å.

---

Among the records above, which one has the highest total charge?
C9H15O6Sm

---

total charge of number 2 (C21H19N3O3S2)?
0

---

Copy entry 3 word for word.
The following is a quantum chemistry calculation of the ion C4H13N6 with charge +1 in a non-equilibrium geometry, from OMol25.

Results
relative energy (zero: lowest compared OMol25 entry of this formula, charge and spin)	26.26	kJ/mol
HOMO-LUMO gap	0.386	hartree
highest occupied orbital energy	-13.42	eV
total charge	+1

```
23
Properties=species:S:1:pos:R:3:forces:R:3:lowdin_charge:R:1
H -0.87018 -3.14386 0.68955 -0.038 -1.251 -0.182 0.05
N -0.90101 -2.15796 0.71378 -0.498 3.097 -2.439 0.09
C -1.21183 -1.63797 -0.46470 -1.436 -2.923 1.634 -0.26
N -1.53347 -0.35662 -0.73852 1.015 1.138 1.582 0.07
C -1.40890 0.61458 0.38093 -1.713 0.936 -1.415 -0.36
N -2.47810 1.63136 0.34408 1.751 -2.534 2.605 0.11
N -0.19958 1.31787 0.25504 -1.646 3.375 0.126 0.13
C 0.99759 0.83454 0.16714 -0.408 -0.790 -0.264 -0.47
N 1.94581 1.66949 -0.09821 2.126 4.246 -1.152 0.24
N 1.11128 -0.42987 0.27415 -2.935 -0.732 1.322 0.02
C 2.25078 -1.10710 0.04778 2.320 -1.931 -2.712 -0.07
H -1.52770 -2.22286 -1.31217 0.591 -0.855 -0.425 0.13
H -1.14542 -0.00280 -1.61540 -0.634 -0.188 0.089 0.16
H -1.45407 0.10332 1.32463 -0.261 -0.517 0.232 0.15
H -3.29375 1.08054 0.48287 -1.216 0.367 -0.210 0.09
H -2.48104 2.23505 -0.41433 -0.243 0.884 -1.913 0.06
H -0.33837 2.28893 0.00212 0.168 -0.116 0.406 0.16
H 2.89530 1.55719 -0.42638 -0.262 -0.918 0.321 0.14
H 1.65050 2.66346 -0.23351 0.473 -1.413 0.290 0.16
H 0.34139 -1.00848 0.69044 0.268 0.385 -0.115 0.09
H 2.96839 -0.72271 0.66645 2.636 0.696 1.330 0.08
H 2.12919 -2.13124 0.28857 -0.154 -1.020 0.266 0.10
H 2.55322 -1.07487 -1.02431 0.096 0.065 0.626 0.13
```
Forces are in eV/Å.